The following is a DFT calculation (ωB97M-V/def2-TZVPD) of a 10-piece molecular cluster, C35H62BClF7INO17S overall.

Results
**Charge**: +1
**Gap between HOMO and LUMO**: 0.2101 Eh
**Calculated total energy**: -124734.2972 eV
**Highest occupied orbital energy**: -11.1 eV

CARTESIAN COORDINATES (ANGSTROEM)
C (-1.81, -2.86, -0.91)
C (-1.85, -1.65, -1.13)
C (-2.00, -0.16, -1.64)
C (-3.48, -0.22, -2.23)
C (-3.71, -1.08, -3.55)
O (-3.37, -2.23, -3.74)
O (-4.44, -0.42, -4.56)
C (-2.18, 0.92, -0.43)
Cl (-3.71, 1.08, 0.51)
N (-1.09, 1.65, -0.26)
C (-1.22, 2.62, 0.85)
O (-1.18, 1.99, 2.16)
C (-1.79, 2.86, 3.13)
C (-3.35, 3.21, 3.13)
O (-1.12, 3.39, 4.00)
C (0.10, 1.38, -1.19)
C (0.67, 2.75, -1.84)
C (1.87, 3.44, -1.09)
C (3.31, 3.01, -1.10)
C (4.41, 3.76, -0.37)
C (4.12, 5.03, 0.40)
C (5.20, 5.90, 1.14)
C (2.68, 5.49, 0.42)
C (1.61, 4.72, -0.29)
S (1.26, 0.53, -0.05)
O (2.44, 0.08, -0.82)
O (1.65, 1.40, 1.09)
C (0.71, -1.00, 0.86)
F (0.93, -2.13, 0.06)
F (-0.54, -0.91, 1.47)
C (1.72, -1.24, 2.11)
F (3.06, -1.01, 1.78)
F (1.31, -0.53, 3.25)
C (1.68, -2.80, 2.56)
F (0.40, -3.33, 2.59)
F (2.60, -3.58, 1.87)
F (2.14, -2.79, 3.90)
C (-0.76, 0.58, -2.31)
C (-0.01, -0.61, -3.08)
C (1.00, -0.26, -4.24)
O (0.67, -0.56, -5.38)
I (2.96, 0.63, -4.14)
B (-1.57, 1.58, -3.37)
O (-2.23, 2.79, -2.93)
C (-1.79, 1.27, -4.94)
C (-2.96, 2.20, -5.55)
H (-1.62, -3.96, -1.08)
H (-4.07, 0.75, -2.22)
H (-4.06, -0.84, -1.44)
H (-4.02, -0.58, -5.43)
H (-2.11, 3.32, 0.73)
H (-0.30, 3.29, 0.82)
H (-3.64, 3.92, 3.95)
H (-3.90, 2.21, 3.24)
H (-3.66, 3.64, 2.12)
H (-0.13, 3.57, -1.86)
H (1.07, 2.57, -2.90)
H (3.63, 2.10, -1.67)
H (5.50, 3.41, -0.42)
H (6.03, 5.25, 1.57)
H (5.71, 6.65, 0.45)
H (4.72, 6.50, 1.97)
H (2.39, 6.44, 0.96)
H (0.55, 5.12, -0.27)
H (0.56, -1.24, -2.32)
H (-0.83, -1.24, -3.57)
H (-3.02, 2.60, -2.40)
H (-0.83, 1.63, -5.46)
H (-1.90, 0.18, -5.20)
H (-2.67, 3.29, -5.45)
H (-3.24, 1.91, -6.61)
H (-3.87, 2.08, -4.86)
C (-2.29, -5.35, -5.57)
O (-3.40, -4.48, -5.42)
H (-2.64, -6.30, -5.97)
H (-1.57, -4.91, -6.26)
H (-1.82, -5.52, -4.60)
H (-3.07, -3.65, -5.06)
C (8.96, 4.21, 0.46)
O (7.83, 3.65, -0.20)
H (8.99, 5.28, 0.26)
H (8.88, 4.05, 1.54)
H (9.88, 3.75, 0.08)
H (7.83, 2.70, -0.01)
C (6.09, -0.47, 1.85)
O (7.19, 0.43, 1.86)
H (6.01, -0.92, 0.86)
H (6.24, -1.26, 2.59)
H (5.17, 0.08, 2.08)
H (7.24, 0.81, 2.75)
C (-2.04, -5.08, 4.43)
O (-2.82, -4.12, 3.73)
H (-2.70, -5.90, 4.75)
H (-1.27, -5.48, 3.77)
H (-1.58, -4.62, 5.31)
H (-2.21, -3.41, 3.46)
C (-2.93, 7.37, 2.28)
O (-2.55, 6.10, 2.81)
H (-3.38, 7.22, 1.30)
H (-3.65, 7.85, 2.94)
H (-2.05, 8.01, 2.17)
H (-2.15, 6.26, 3.67)
C (-6.89, -3.95, -3.76)
O (-6.70, -3.46, -5.07)
H (-7.94, -3.82, -3.48)
H (-6.64, -5.02, -3.72)
H (-6.27, -3.40, -3.05)
H (-5.77, -3.58, -5.29)
C (-0.85, 3.04, 7.62)
O (-1.08, 2.09, 6.58)
H (-0.83, 2.51, 8.57)
H (0.12, 3.52, 7.46)
H (-1.65, 3.78, 7.63)
H (-1.09, 2.58, 5.75)
C (0.87, -8.06, 3.66)
O (0.10, -7.09, 2.96)
H (0.21, -8.87, 3.98)
H (1.64, -8.46, 3.00)
H (1.32, -7.60, 4.54)
H (0.70, -6.39, 2.69)
C (1.27, -8.44, -0.23)
O (0.37, -9.48, 0.10)
H (2.08, -8.85, -0.83)
H (0.75, -7.67, -0.82)
H (1.68, -8.00, 0.68)
H (-0.34, -9.08, 0.63)

---

The following is a DFT calculation (ωB97M-V/def2-TZVPD) of one molecule with the formula C5H6N2.

Results
**Gap between HOMO and LUMO**: 0.3288 Eh
**Calculated total energy**: -8257.0879 eV
**Highest occupied orbital energy**: -8.5 eV
**SMILES**: N#C[C@H]1C[C@H]2CN21
**Relative energy (zero: lowest compared OMol25 entry of this formula, charge and spin)**: 5.271 eV

CARTESIAN COORDINATES (ANGSTROEM)
N (2.42, -1.24, 1.59)
C (1.72, -0.49, 1.05)
C (0.77, 0.50, 0.46)
C (0.11, 0.63, -1.27)
C (-1.16, 0.32, -0.53)
C (-1.12, -0.96, 0.16)
N (-0.62, 0.24, 0.85)
H (1.15, 1.49, 0.65)
H (0.99, 0.01, -1.07)
H (0.21, 1.68, -1.54)
H (-2.08, 0.88, -0.68)
H (-0.42, -1.71, -0.21)
H (-2.00, -1.35, 0.65)

---

The following is a DFT calculation (ωB97M-V/def2-TZVPD) of a 12-piece molecular cluster, H24O12 overall.

Results
**Gap between HOMO and LUMO**: 0.3587 Eh
**Calculated total energy**: -24956.9763 eV
**Highest occupied orbital energy**: -10.1 eV
**SMILES**: O.O.O.O.O.O.O.O.O.O.O.O
**Relative energy (zero: lowest compared OMol25 entry of this formula, charge and spin)**: 4.718 eV

CARTESIAN COORDINATES (ANGSTROEM)
O (2.05, 0.06, -1.56)
H (1.13, 0.27, -1.43)
H (2.36, -0.28, -2.39)
O (-3.63, -0.35, -0.86)
H (-3.10, 0.32, -0.61)
H (-4.58, -0.25, -0.61)
O (-0.71, -1.48, -1.45)
H (-1.66, -1.61, -1.40)
H (-0.86, -0.58, -1.42)
O (2.28, 2.62, -0.09)
H (1.71, 1.99, 0.32)
H (2.72, 3.20, 0.63)
O (-3.14, 0.09, 1.75)
H (-4.02, -0.40, 1.69)
H (-3.17, 0.17, 2.68)
O (2.41, 2.81, -3.35)
H (2.06, 2.31, -2.64)
H (1.67, 3.48, -3.43)
O (3.86, -0.98, 1.86)
H (4.57, -0.90, 1.25)
H (3.21, -0.41, 1.47)
O (-0.41, -4.30, 1.19)
H (-0.73, -3.69, 0.49)
H (0.25, -4.82, 0.68)
O (-0.79, 1.87, 3.32)
H (-0.80, 2.00, 2.36)
H (-0.20, 1.15, 3.65)
O (-0.67, 0.73, -2.88)
H (-1.23, 0.15, -3.46)
H (-1.25, 1.27, -2.49)
O (2.28, -3.39, 2.13)
H (2.22, -3.01, 3.05)
H (2.58, -2.61, 1.47)
O (-1.98, 1.82, -0.10)
H (-1.87, 0.89, -0.45)
H (-2.55, 1.84, 0.61)

---

The following is a DFT calculation (ωB97M-V/def2-TZVPD) of an isolated ion of composition C2H6O2PS2 and charge +1.

Results
**Charge**: +1
**Gap between HOMO and LUMO**: 0.3449 Eh
**Calculated total energy**: -37216.6795 eV
**Highest occupied orbital energy**: -14.4 eV
**Relative energy (zero: lowest compared OMol25 entry of this formula, charge and spin)**: 1.486 eV

CARTESIAN COORDINATES (ANGSTROEM)
C (0.98, 1.73, -0.26)
C (0.36, -0.84, 1.09)
O (0.33, 2.73, -0.26)
O (-0.85, -1.51, 1.32)
P (-0.10, 0.18, -0.44)
S (0.49, -1.17, -1.92)
S (-2.06, 0.70, -0.18)
H (1.98, 1.47, 0.02)
H (0.72, -0.40, 1.96)
H (1.25, -1.31, 0.66)
H (-0.76, -1.76, 2.30)
H (-0.06, -0.66, -2.91)
H (-2.28, 0.84, -1.39)

---

The following is a DFT calculation (ωB97M-V/def2-TZVPD) of C22H21MoN4OS2Te4 as an isolated structure.

Results
**Charge**: +2
**Gap between HOMO and LUMO (spin up / spin down)**: 0.2059 / 0.2002 Eh
**Calculated total energy**: -83848.7519 eV
**Highest occupied orbital energy (spin up / spin down)**: -12.6 / -13.0 eV
**Spin multiplicity**: 2

CARTESIAN COORDINATES (ANGSTROEM)
Mo (-0.06, -1.00, 1.28)
C (-1.47, -1.15, -2.02)
C (-1.81, 0.13, -1.45)
C (-2.68, 1.04, -2.14)
C (-3.12, 2.19, -1.54)
C (-2.59, 2.52, -0.28)
C (-2.84, 3.79, 0.33)
C (-2.37, 4.09, 1.55)
C (-1.53, 3.17, 2.18)
C (-1.15, 2.01, 1.57)
S (-0.22, 0.86, 2.46)
C (-1.65, 1.66, 0.29)
N (-1.34, 0.44, -0.24)
H (-1.55, -1.18, -3.08)
H (-2.08, -1.89, -1.54)
H (-0.45, -1.48, -1.84)
H (-2.93, 0.74, -3.16)
H (-3.82, 2.92, -1.96)
H (-3.60, 4.40, -0.14)
H (-2.66, 5.00, 2.02)
H (-1.17, 3.39, 3.19)
Te (1.26, -2.09, 3.25)
Te (-0.30, -1.44, 5.34)
Te (-2.69, -2.12, 4.52)
Te (-2.59, -1.87, 1.94)
N (3.63, 0.62, 1.86)
C (2.91, 0.78, 0.78)
S (2.10, -0.65, 0.13)
N (2.84, 1.94, 0.14)
C (1.94, 2.35, -0.99)
C (1.12, 3.45, -0.85)
C (0.31, 3.83, -1.89)
C (0.31, 3.07, -3.07)
C (1.23, 2.03, -3.23)
C (2.04, 1.65, -2.19)
H (3.72, -0.31, 2.21)
H (4.28, 1.31, 2.25)
H (3.46, 2.62, 0.49)
H (1.11, 4.04, 0.03)
H (-0.33, 4.68, -1.77)
H (-0.27, 3.41, -3.89)
H (1.32, 1.59, -4.22)
H (2.78, 0.91, -2.29)
O (-0.01, -2.69, -0.03)
N (0.50, -3.89, 0.26)
C (1.74, -4.26, -0.07)
C (2.20, -5.53, 0.11)
C (1.39, -6.41, 0.83)
C (0.10, -6.04, 1.12)
C (-0.32, -4.78, 0.84)
H (2.29, -3.44, -0.54)
H (3.23, -5.80, -0.25)
H (1.75, -7.40, 1.08)
H (-0.65, -6.74, 1.49)
H (-1.32, -4.48, 1.13)

---

The following is a DFT calculation (ωB97M-V/def2-TZVPD) of a 3-piece molecular cluster, C24H29N4O overall.

Results
**Charge**: +1
**Gap between HOMO and LUMO**: 0.2589 Eh
**Calculated total energy**: -33345.3539 eV
**Highest occupied orbital energy**: -11.4 eV
**Relative energy (zero: lowest compared OMol25 entry of this formula, charge and spin)**: 12.962 eV

CARTESIAN COORDINATES (ANGSTROEM)
C (-1.45, -3.32, 1.25)
C (-1.06, -2.37, 0.40)
N (-0.34, -1.40, -0.43)
C (-0.56, 0.02, -0.01)
C (-1.53, 0.41, 1.23)
C (-0.92, 1.17, 2.47)
C (-1.84, 1.62, 3.69)
C (-3.41, 1.32, 3.72)
C (-4.03, 0.55, 2.45)
C (-3.09, 0.11, 1.26)
C (0.15, 1.20, -0.74)
C (1.14, 0.86, -1.93)
C (1.30, -0.68, -2.30)
C (0.50, -1.85, -1.53)
N (0.77, -3.16, -2.05)
C (0.00, -4.34, -1.69)
C (0.82, -3.21, -3.57)
C (-0.51, -2.71, -4.39)
O (1.88, -3.60, -4.14)
H (-1.76, -3.91, 2.20)
H (0.20, 1.44, 2.48)
H (-1.33, 2.19, 4.56)
H (-4.05, 1.65, 4.63)
H (-5.18, 0.37, 2.48)
H (-3.61, -0.45, 0.38)
H (-0.04, 2.29, -0.41)
H (1.71, 1.71, -2.48)
H (2.05, -0.89, -3.17)
H (0.22, -5.20, -2.46)
H (-1.15, -4.16, -1.72)
H (0.27, -4.81, -0.66)
H (-1.23, -3.59, -4.64)
H (-1.13, -1.94, -3.76)
H (-0.25, -2.18, -5.38)
C (-1.12, 4.13, 6.84)
C (-1.65, 4.32, 8.26)
C (-1.87, 2.99, 8.98)
C (-2.89, 2.16, 8.23)
N (-3.69, 1.50, 7.63)
H (-1.83, 3.59, 6.22)
H (-0.94, 5.11, 6.37)
H (-0.17, 3.58, 6.85)
H (-2.59, 4.88, 8.21)
H (-0.94, 4.92, 8.83)
H (-2.24, 3.17, 9.99)
H (-0.94, 2.43, 9.05)
C (3.44, -0.39, -8.03)
C (4.71, -0.54, -7.20)
C (4.44, -0.98, -5.76)
C (3.58, 0.05, -5.07)
N (2.89, 0.86, -4.51)
H (2.78, 0.38, -7.62)
H (3.68, -0.10, -9.05)
H (2.88, -1.33, -8.06)
H (5.25, 0.42, -7.20)
H (5.37, -1.27, -7.68)
H (5.38, -1.08, -5.21)
H (3.93, -1.95, -5.74)

---

- Which of these has the highest calculated total energy?
  C5H6N2